(1)
C8H17N5O3Re | the ωB97M-V functional and the def2-TZVPD basis

Output
- 2S+1 = 2
- total charge = +4
- E_LUMO (alpha / beta) (eV) = -18.56 / -17.90
- E_HOMO (alpha / beta) (eV) = -23.4 / -23.4

```
34
C8H17N5O3Re | the Open Molecules 2025 dataset | the ωB97M-V functional and the def2-TZVPD basis
Re 0.57207 -0.61576 -0.87589
C 1.32657 -0.90436 4.12831
O 2.11407 -0.38556 3.07801
C 1.82707 -0.32966 1.82351
O 0.75627 -0.70596 1.26851
N 2.81527 0.18284 1.04971
N 2.58777 0.36464 -0.34099
H 1.40487 -0.19636 4.97631
H 1.83427 -1.80946 4.52791
H 0.29047 -1.11596 3.86171
H 3.70437 0.46994 1.46571
H 3.38617 -0.05036 -0.84869
H 2.65777 1.37764 -0.55139
O -1.32363 -1.70326 -1.01299
C -2.46733 -1.06166 -0.45759
C -2.24333 0.41464 -0.40129
C -3.31333 1.30154 -0.22949
C -3.05033 2.66104 -0.19239
C -1.74423 3.11634 -0.29799
C -0.73273 2.17384 -0.46679
N -0.97433 0.86114 -0.51869
H -1.44713 -2.66896 -0.93059
H -2.66333 -1.44976 0.55851
H -3.36453 -1.30286 -1.05669
H -4.32613 0.92574 -0.14069
H -3.87393 3.37074 -0.09819
H -1.50213 4.17554 -0.27959
H 0.28717 2.51314 -0.59049
N 1.53917 -1.99726 -2.31639
N 0.80977 -0.95856 -2.95059
H 2.53797 -2.04646 -2.56579
H 1.17327 -2.94196 -2.49579
H 0.02707 -1.29776 -3.53509
H 1.37487 -0.36696 -3.58409
```

(2)
C8H17NOS2Si | the ωB97M-V functional and the def2-TZVPD basis

Output
- 2S+1 = 1
- E_LUMO (eV) = 0.42
- E_HOMO (eV) = -8.1

```
30
C8H17NOS2Si | the Open Molecules 2025 dataset | the ωB97M-V functional and the def2-TZVPD basis
S 0.26192 -1.86342 2.42236
O -2.67984 -2.49878 -1.39915
S 1.71433 -0.74893 0.13523
C 0.19916 -1.19388 0.90518
N -0.96518 -1.02857 0.20037
C -2.62179 -2.76481 -0.02566
C -1.51771 -1.93115 -1.98329
C -2.23100 -1.45903 0.73365
C -1.03567 -0.68954 -1.21038
C 0.13753 2.25071 0.99547
C 3.00851 1.83255 1.52493
C 2.25043 2.25241 -1.29709
Si 1.64821 1.45731 0.28252
H -3.63778 -3.20334 0.20917
H -1.87678 -3.53745 0.10879
H -0.72604 -2.73273 -1.95564
H -1.74583 -1.79155 -3.04704
H -2.10647 -1.62543 1.79916
H -2.96549 -0.64838 0.49012
H -0.06796 -0.33183 -1.59053
H -1.71082 0.15342 -1.31292
H -0.56404 2.55482 0.21438
H 0.42489 3.14310 1.52421
H -0.36489 1.59352 1.72259
H 2.64389 1.77681 2.55736
H 3.75328 1.04091 1.38968
H 3.50019 2.81308 1.36949
H 1.49162 2.49769 -2.05008
H 2.81706 3.14806 -1.01531
H 2.96626 1.53442 -1.69756
```

(3)
C8H17NOSi | the ωB97M-V functional and the def2-TZVPD basis

Output
- 2S+1 = 1
- E_LUMO (eV) = 0.60
- E_HOMO (eV) = -8.8

```
28
C8H17NOSi | the Open Molecules 2025 dataset | the ωB97M-V functional and the def2-TZVPD basis
C -2.67198 -1.38603 -1.79119
C -2.20651 -2.81845 -2.10935
C -0.84858 -2.33560 -1.58086
C 1.92727 1.05715 -1.27368
C 1.41571 2.06290 0.93778
C 1.53575 -0.41457 0.69655
C -1.90712 0.93680 1.13882
C 1.10592 0.88233 0.00678
N -1.44319 -1.01658 -1.40843
O -3.72716 -0.80397 -1.84027
Si -0.77986 0.90226 -0.38394
H -2.69806 -3.59466 -1.52855
H -2.22491 -3.07023 -3.16602
H -0.53078 -2.79814 -0.64213
H -0.02152 -2.35692 -2.29587
H 1.71277 0.26678 -1.98809
H 1.71254 2.01356 -1.74656
H 2.99158 1.02909 -1.04040
H 0.91432 1.95509 1.89691
H 1.10421 3.00705 0.49407
H 2.48786 2.11850 1.12363
H 2.58422 -0.35420 0.98846
H 0.94705 -0.60263 1.59211
H 1.41621 -1.25977 0.02438
H -2.41587 1.89476 1.21120
H -2.67384 0.17372 1.05093
H -1.37226 0.77453 2.07164
H -1.10565 1.83043 -1.46610
```

(4)
C8H17NSSi | the ωB97M-V functional and the def2-TZVPD basis

Output
- 2S+1 = 1
- E_LUMO (eV) = 0.70
- E_HOMO (eV) = -8.0

```
28
C8H17NSSi | the Open Molecules 2025 dataset | the ωB97M-V functional and the def2-TZVPD basis
C 1.17010 -0.62973 1.08048
C -0.24577 -0.30336 0.80199
C 0.11142 -1.36343 -0.62559
C -0.43318 -2.70402 -0.47234
C 2.71376 -1.82231 -0.41574
C 0.58942 2.05306 -0.67898
C -1.17536 2.47230 1.77342
C -2.50435 1.02360 -0.91893
N 1.43799 -1.20798 -0.06566
Si -0.94709 1.39823 0.18116
S 2.12217 -0.14059 2.26221
H -1.13263 -0.85761 1.14860
H -0.04703 -0.90728 -1.58081
H -1.49290 -2.57474 -0.59340
H -0.29116 -2.97262 0.63177
H 0.28114 -3.45252 -1.02780
H 2.56350 -2.86409 -0.49712
H 3.21453 -1.39255 -1.29246
H 3.43074 -1.60767 0.43517
H 1.48421 1.69078 -0.25637
H 0.80181 1.50252 -1.53430
H 0.64109 3.10499 -0.96510
H -0.37049 2.84960 2.27441
H -1.61948 3.51784 1.40014
H -1.91399 2.14819 2.52070
H -2.31089 0.24278 -1.73398
H -3.43122 0.86400 -0.50759
H -2.64632 1.93260 -1.34387
```

(5)
C8H17O3P | the ωB97M-V functional and the def2-TZVPD basis

Output
- 2S+1 = 1
- total charge = -2
- E_LUMO (alpha / beta) (eV) = 5.97 / 6.02
- E_HOMO (alpha / beta) (eV) = 0.3 / 0.6

```
29
C8H17O3P | the Open Molecules 2025 dataset | the ωB97M-V functional and the def2-TZVPD basis
C -0.92978 -1.93867 -0.64819
C 0.61693 -2.22342 1.35118
C -0.87221 1.76081 0.15951
C 0.92296 1.46149 1.97334
C 0.55581 0.50499 -2.57132
C 0.44103 -1.53413 -0.04165
C 0.00099 0.73539 0.93497
C 0.78174 -0.08524 0.00670
O 2.99066 1.59742 -0.40641
O 3.09902 -0.16756 1.34483
O 3.17132 -0.92061 -1.16910
P 2.72538 0.12091 -0.14140
H -0.91176 -1.61978 -1.64620
H -1.71299 -1.71997 0.05504
H -0.73330 -3.07208 -0.53536
H -0.14427 -1.68284 1.92927
H 1.66930 -2.05101 1.61130
H 0.16996 -3.23440 1.36594
H -1.65786 2.01760 0.84122
H -1.38432 1.31492 -0.65117
H -0.31952 2.59411 -0.18542
H 1.64564 2.07924 1.34642
H 1.66084 0.76303 2.50935
H 0.61756 2.05150 2.85677
H 1.23960 -0.28303 -2.54941
H 0.89570 1.46612 -2.27935
H -0.26669 0.40586 -3.14541
H 1.22885 -1.92040 -0.66541
H -0.73605 0.04172 1.41587
```

(6)
C8H17O3P2Y | the ωB97M-V functional and the def2-TZVPD basis

Output
- 2S+1 = 1
- E_LUMO (alpha / beta) (eV) = 0.49 / 0.37
- E_HOMO (alpha / beta) (eV) = -4.0 / -4.3

```
31
C8H17O3P2Y | the Open Molecules 2025 dataset | the ωB97M-V functional and the def2-TZVPD basis
C 1.65800 -2.53121 -2.03376
C 0.87655 -3.50051 -1.32983
C -0.50108 -3.22692 -1.55497
C -0.59749 -2.09355 -2.42597
C 0.73737 -1.63373 -2.72973
Y 0.72652 -0.68547 -0.23945
P 2.91897 0.84210 -0.39677
H 2.74384 -2.53376 -2.15125
H 1.27186 -4.33636 -0.73983
H -1.34646 -3.79841 -1.16473
H 1.00517 -0.88039 -3.46818
H -1.52057 -1.69202 -2.86209
H 3.16007 1.61183 -1.57980
H 4.20100 0.23366 -0.13674
H 2.84331 1.86800 0.63395
C -1.32776 3.98329 1.52644
O -1.50348 2.55067 1.31997
P -0.42858 1.64492 0.53152
O -0.08060 0.14339 1.67462
C 0.34486 0.21671 3.05190
O -1.25957 0.48450 -0.48420
C -2.61893 0.00281 -0.14856
H -1.37277 4.50257 0.56206
H -0.37122 4.21138 2.01594
H -2.16340 4.27727 2.16269
H 1.41735 0.00830 3.12428
H 0.14461 1.20459 3.47904
H -0.19597 -0.53686 3.62722
H -2.54862 -1.07883 0.00825
H -2.98015 0.51716 0.75115
H -3.23284 0.22485 -1.02320
```

(7)
C8H18AlBCl2F11KNO9P2 | the ωB97M-V functional and the def2-TZVPD basis

Output
- 2S+1 = 1
- total charge = -1
- E_LUMO (eV) = -1.07
- E_HOMO (eV) = -6.8

```
54
C8H18AlBCl2F11KNO9P2 | the Open Molecules 2025 dataset | the ωB97M-V functional and the def2-TZVPD basis
C 4.62654 -0.54916 1.67259
C 3.48197 -1.69286 1.40001
O 2.24517 -1.19255 0.76807
P 2.33731 -1.27566 -0.97792
O 2.49395 -2.84216 -1.32738
C 0.76033 -0.69313 -1.88451
C -0.33848 -0.26033 -0.69994
O -1.02314 -1.47291 -0.14410
C -2.46439 -1.24215 -0.45101
O -2.93657 -1.61803 -1.66332
O -3.26811 -0.63078 0.62022
C -4.65451 -0.37149 0.20101
O -5.17417 0.67673 1.14100
N -6.17193 0.13638 1.86229
O -5.66727 -0.27024 2.90962
O 3.81543 -0.52101 -1.50246
C 3.66246 0.92351 -1.73187
C 2.78130 1.72044 -0.60251
H 5.21083 -0.20428 0.70239
H 4.11434 0.43292 2.10797
H 5.43254 -0.92754 2.46010
H 3.22929 -2.18412 2.45622
H 4.01683 -2.55643 0.77974
H 0.92668 0.18139 -2.64919
H 0.23195 -1.59916 -2.45437
H -1.15889 0.46045 -1.15923
H 0.16202 0.27779 0.21064
H -4.75277 0.09302 -0.87636
H -5.24590 -1.39489 0.30924
H 3.30083 1.15907 -2.84497
H 4.76280 1.38336 -1.67718
H 1.63338 1.80313 -0.91811
H 3.16943 2.84932 -0.59683
H 2.89946 1.32294 0.49169
O -3.11029 2.63508 -0.24441
H -3.79905 1.95528 -0.19651
H -3.20646 3.12469 0.58626
Cl -0.37193 -3.46886 0.38898
K -0.97193 -5.63991 0.72056
Al -5.17193 -1.84761 -1.62559
F 3.40857 3.21561 4.68987
P 2.92807 3.65000 3.27201
F 2.18443 2.91101 2.11818
F 4.08020 4.70003 3.27131
F 3.94446 2.62607 2.68139
F 2.30954 4.97737 2.73747
F 1.64119 3.46916 4.13314
F 3.52807 1.12862 3.66127
Cl 5.02807 1.08487 4.56752
B -6.97193 -2.88856 -5.33862
F -8.39398 -2.72705 -5.59430
F -6.35265 -1.58053 -5.20043
F -6.78309 -3.64621 -4.11217
F -6.35802 -3.60066 -6.44748
```

What is the formula in the fifth record? C8H17O3P

Repeat the fourth record exactly.
C8H17NSSi | the ωB97M-V functional and the def2-TZVPD basis

Output
- 2S+1 = 1
- E_LUMO (eV) = 0.70
- E_HOMO (eV) = -8.0

```
28
C8H17NSSi | the Open Molecules 2025 dataset | the ωB97M-V functional and the def2-TZVPD basis
C 1.17010 -0.62973 1.08048
C -0.24577 -0.30336 0.80199
C 0.11142 -1.36343 -0.62559
C -0.43318 -2.70402 -0.47234
C 2.71376 -1.82231 -0.41574
C 0.58942 2.05306 -0.67898
C -1.17536 2.47230 1.77342
C -2.50435 1.02360 -0.91893
N 1.43799 -1.20798 -0.06566
Si -0.94709 1.39823 0.18116
S 2.12217 -0.14059 2.26221
H -1.13263 -0.85761 1.14860
H -0.04703 -0.90728 -1.58081
H -1.49290 -2.57474 -0.59340
H -0.29116 -2.97262 0.63177
H 0.28114 -3.45252 -1.02780
H 2.56350 -2.86409 -0.49712
H 3.21453 -1.39255 -1.29246
H 3.43074 -1.60767 0.43517
H 1.48421 1.69078 -0.25637
H 0.80181 1.50252 -1.53430
H 0.64109 3.10499 -0.96510
H -0.37049 2.84960 2.27441
H -1.61948 3.51784 1.40014
H -1.91399 2.14819 2.52070
H -2.31089 0.24278 -1.73398
H -3.43122 0.86400 -0.50759
H -2.64632 1.93260 -1.34387
```